Entry from the OMol25 dataset: a structure of composition C28H41InN11O3 (ωB97M-V/def2-TZVPD).

Summary:
E_tot in Eh: -2108.8618
Net charge: +3
Frontier orbital gap in eV: 7.66
Lowest unoccupied orbital energy in eV: -8.6

Each line ends with the Löwdin charge.
CARTESIAN COORDINATES (ANGSTROEM)
In  -0.02516  0.74932  0.27934  1.02
C  -1.51948  3.98062  3.15808  0.07
C  -1.64657  3.01564  2.00260  -0.38
O  -0.62365  2.38008  1.62348  -0.06
N  -2.82622  2.70321  1.39395  0.13
C  -2.81409  1.89629  0.17685  -0.10
C  -2.05495  2.50070  -1.01529  -0.23
C  -2.57034  3.52179  -1.78549  0.04
C  -1.88564  3.95657  -2.92569  0.02
C  -0.70579  3.36284  -3.27027  0.02
C  -0.18789  2.42259  -2.39976  -0.07
N  -0.84046  2.02718  -1.30534  0.03
H  -1.84626  4.96608  2.84627  0.11
H  -0.49094  3.91583  3.58728  0.12
H  -2.23889  3.68325  3.90129  0.10
H  -3.60753  3.29304  1.54967  0.16
H  -3.89483  1.69872  -0.09964  0.18
H  -2.44815  0.91312  0.36448  0.05
H  -3.50922  3.99193  -1.59702  0.13
H  -2.37208  4.72063  -3.52495  0.14
H  -0.11628  3.64388  -4.15098  0.15
H  0.77852  1.94411  -2.53183  0.09
N  -2.75672  -3.80922  5.45428  0.20
C  -1.82969  -3.96993  4.48340  -0.51
O  -1.40473  -5.02603  4.11259  0.13
C  -1.41528  -2.74064  3.71571  -0.09
C  -2.31480  -1.72390  3.42183  0.03
C  -1.98888  -0.69741  2.57630  -0.10
N  -0.76495  -0.61047  2.04643  0.01
C  0.15281  -1.50643  2.47902  -0.10
C  -0.12440  -2.59391  3.28861  0.05
H  -3.04549  -4.58427  6.02731  0.13
H  -2.77588  -2.88595  5.89117  0.12
H  -3.36251  -1.77950  3.69416  0.14
H  -2.69422  0.06481  2.31971  0.11
H  1.18590  -1.40868  2.19579  0.09
H  0.66841  -3.32562  3.44642  0.15
C  -0.84959  -0.92350  -2.74523  -0.09
N  -0.66579  -1.16590  -1.16789  -0.09
C  -1.95378  -1.78851  -0.74511  -0.18
N  -2.25245  -3.01117  -1.49861  -0.07
C  -2.32936  -2.79639  -2.95566  -0.14
N  -1.10053  -2.17087  -3.43108  -0.07
C  0.00158  -3.12049  -3.18165  -0.13
N  0.12639  -3.43153  -1.76328  -0.07
C  0.40366  -2.20040  -1.02132  -0.18
C  -1.15118  -3.99598  -1.31373  -0.13
H  0.10065  -0.45666  -3.03244  0.10
H  -1.64430  -0.19697  -2.89553  0.13
H  -2.83546  -1.14780  -0.86810  0.13
H  -1.93686  -2.16689  0.28109  0.12
H  -3.17500  -2.15156  -3.18271  0.13
H  -2.47840  -3.78912  -3.43306  0.15
H  0.90093  -2.65382  -3.58830  0.13
H  -0.22639  -4.07428  -3.69849  0.15
H  1.32695  -1.82150  -1.42654  0.09
H  0.44972  -2.43938  0.05609  0.12
H  -1.06691  -4.25575  -0.24081  0.14
H  -1.36767  -4.88496  -1.88584  0.13
C  3.63115  2.33703  -2.81947  -0.11
C  3.91974  0.91121  -3.30391  -0.12
C  2.70484  0.15327  -2.77839  -0.14
O  2.12863  0.97959  -1.68623  -0.29
C  3.03654  2.07477  -1.44135  -0.18
H  2.80859  2.72501  -3.42236  0.12
H  4.49441  2.96848  -2.79513  0.13
H  4.84436  0.53210  -2.91174  0.12
H  3.99004  0.85351  -4.41207  0.14
H  2.87566  -0.85885  -2.41526  0.11
H  1.97119  0.08473  -3.58240  0.11
H  3.80255  1.85873  -0.70372  0.13
H  2.42304  2.88140  -1.14275  0.11
N  3.87910  1.88820  3.79361  0.19
C  3.47868  1.19731  2.73182  -0.34
C  2.27978  1.41805  2.09514  -0.01
N  1.89777  0.62495  1.04248  -0.04
C  2.69451  -0.39894  0.67281  -0.12
C  3.89369  -0.53298  1.33426  -0.08
N  4.30396  0.19886  2.31367  0.19
H  3.26592  2.53907  4.30453  0.15
H  4.80658  1.66505  4.13605  0.14
H  1.56967  2.21771  2.37028  0.12
H  2.36972  -1.03838  -0.08349  0.07
H  4.57003  -1.32673  1.01210  0.15

Forces on atoms 1 to 6 (eV/Å):
-1.04 -1.06 -0.91
0.14 -0.76 -0.51
0.12 -1.01 -0.33
-0.13 0.39 0.09
1.81 0.31 0.13
-1.63 0.96 -0.92